{"formula": "C9H6N4", "method": "the ωB97M-V functional and the def2-TZVPD basis", "relative_energy_kcal_mol": 140.3, "homo_ev": -9.71, "smiles": "N#CC(C#N)/C=N/c1cccnc1", "total_charge": 0, "elements": ["C", "C", "C", "C", "C", "C", "C", "C", "C", "H", "H", "H", "H", "H", "H", "N", "N", "N", "N"], "positions_angstrom": [[0.431, -0.094, 3.590], [-0.334, 0.927, 2.806], [-0.320, 0.274, 1.313], [0.108, 0.230, -0.926], [0.500, -1.118, -1.140], [0.396, -1.639, -2.412], [-0.109, -0.845, -3.469], [-0.418, 0.890, -2.030], [0.386, 2.135, 2.820], [-1.259, 0.882, 2.871], [-0.900, -0.679, 1.393], [0.803, -2.034, -0.221], [0.512, -2.698, -2.804], [-0.274, -1.259, -4.270], [-0.960, 1.634, -1.725], [0.858, -0.969, 4.360], [0.190, 0.842, 0.327], [-0.504, 0.365, -3.259], [0.893, 3.157, 2.779]]}



{"formula": "C9H6NO3S", "method": "the ωB97M-V functional and the def2-TZVPD basis", "relative_energy_kcal_mol": 0.0, "homo_ev": [-4.69, -4.69], "total_charge": -1, "elements": ["C", "C", "C", "C", "C", "C", "C", "C", "C", "N", "O", "O", "O", "S", "H", "H", "H", "H", "H", "H"], "positions_angstrom": [[2.129, 1.530, -0.217], [0.806, 1.893, -0.046], [2.225, 0.123, -0.104], [0.122, 0.714, 0.181], [-1.044, -1.252, 0.596], [-1.423, 0.162, 0.500], [0.266, -1.521, 0.387], [-2.868, 0.181, -0.257], [3.425, -0.734, -0.353], [0.969, -0.334, 0.147], [3.260, -1.954, -0.055], [4.425, -0.106, -0.800], [-5.403, -0.093, -1.087], [-4.547, -0.442, 0.038], [2.869, 2.290, -0.387], [0.464, 2.931, -0.154], [-1.778, -2.076, 0.863], [-1.850, 0.389, 1.563], [0.956, -2.319, 0.341], [-3.002, 0.621, -1.155]]}



{"formula": "C9H6O", "method": "the ωB97M-V functional and the def2-TZVPD basis", "relative_energy_kcal_mol": 33.7, "homo_ev": -8.98, "smiles": "C#Cc1ccccc1C=O", "total_charge": 0, "elements": ["C", "C", "C", "C", "C", "C", "C", "C", "C", "H", "H", "H", "H", "H", "H", "O"], "positions_angstrom": [[0.269, 1.327, -1.836], [0.337, 0.724, -0.515], [1.087, 1.256, 0.547], [1.144, 0.662, 1.833], [0.193, -0.442, 2.084], [-0.412, -1.134, 0.977], [-0.414, -0.439, -0.172], [-1.217, -1.131, -1.088], [-1.690, -2.040, -1.787], [-0.295, 2.294, -1.890], [1.266, 2.339, 0.384], [1.780, 1.129, 2.598], [0.365, -0.941, 3.098], [-1.067, -1.946, 1.205], [-2.086, -2.483, -2.591], [0.742, 0.824, -2.847]]}



{"formula": "C9H6O2", "method": "the ωB97M-V functional and the def2-TZVPD basis", "relative_energy_kcal_mol": 28.8, "homo_ev": -9.56, "smiles": "O=C1CC(=O)c2ccccc21", "total_charge": 0, "elements": ["C", "C", "C", "C", "C", "C", "C", "C", "C", "H", "H", "H", "H", "H", "H", "O", "O"], "positions_angstrom": [[-1.461, -1.019, -0.113], [-2.199, 0.278, 0.059], [-0.978, 1.321, 0.016], [0.357, 0.627, -0.084], [1.569, 1.252, -0.126], [2.649, 0.443, -0.060], [2.410, -0.902, 0.108], [1.108, -1.574, 0.136], [0.085, -0.744, -0.003], [-2.652, 0.028, 1.065], [-3.012, 0.481, -0.771], [1.530, 2.429, -0.334], [3.760, 0.699, 0.046], [3.327, -1.491, 0.116], [1.151, -2.714, 0.028], [-1.946, -2.152, -0.084], [-1.221, 2.462, 0.116]]}



{"formula": "C9H6O3", "method": "the ωB97M-V functional and the def2-TZVPD basis", "relative_energy_kcal_mol": 99.2, "homo_ev": -8.42, "smiles": "O=c1ccc2cc(O)ccc2o1", "total_charge": 0, "elements": ["C", "C", "C", "C", "C", "C", "C", "C", "C", "H", "H", "H", "H", "H", "H", "O", "O", "O"], "positions_angstrom": [[-2.219, -0.024, 0.031], [-1.762, -1.385, -0.057], [-0.526, -1.723, -0.083], [0.542, -0.760, 0.019], [2.806, -0.248, -0.044], [2.514, 1.165, 0.012], [1.263, 1.509, -0.052], [0.163, 0.603, -0.003], [-1.211, 0.992, -0.007], [-4.054, -0.476, 0.286], [-2.414, -1.944, 0.192], [-0.147, -2.545, -0.154], [3.440, 1.735, 0.325], [1.232, 2.501, -0.291], [-1.783, 2.137, -0.158], [-3.571, 0.409, -0.021], [1.762, -1.264, 0.005], [3.966, -0.682, 0.000]]}



Please write out number 1 again, unchanged.
{"formula": "C9H6N4", "method": "the ωB97M-V functional and the def2-TZVPD basis", "relative_energy_kcal_mol": 140.3, "homo_ev": -9.71, "smiles": "N#CC(C#N)/C=N/c1cccnc1", "total_charge": 0, "elements": ["C", "C", "C", "C", "C", "C", "C", "C", "C", "H", "H", "H", "H", "H", "H", "N", "N", "N", "N"], "positions_angstrom": [[0.431, -0.094, 3.590], [-0.334, 0.927, 2.806], [-0.320, 0.274, 1.313], [0.108, 0.230, -0.926], [0.500, -1.118, -1.140], [0.396, -1.639, -2.412], [-0.109, -0.845, -3.469], [-0.418, 0.890, -2.030], [0.386, 2.135, 2.820], [-1.259, 0.882, 2.871], [-0.900, -0.679, 1.393], [0.803, -2.034, -0.221], [0.512, -2.698, -2.804], [-0.274, -1.259, -4.270], [-0.960, 1.634, -1.725], [0.858, -0.969, 4.360], [0.190, 0.842, 0.327], [-0.504, 0.365, -3.259], [0.893, 3.157, 2.779]]}